# C2H4ClNO

A cluster of 2 separate species, C2H4ClNO in total in a non-equilibrium geometry (ωB97M-V/def2-TZVPD, OMol25).

LUMO (spin up / spin down) in Eh: 0.000 / -0.006
E in eV: -18194.9461
Frontier orbital gap (spin up / spin down) in eV: 7.393 / 6.755

```
9
C2H4ClNO ωB97M-V/def2-TZVPD
C -0.86 1.08 -0.46
C 1.37 -0.23 0.83
N -1.27 -0.02 -0.89
O -0.80 2.25 -0.32
Cl 0.68 -1.81 0.26
H 2.19 0.22 0.14
H 1.49 -0.38 1.90
H -0.53 -0.83 -0.68
H -2.27 -0.29 -0.79
```

These are the natural (NBO) partial charges, in e, on atoms 1 to 8: atom 1 (C): 0.874, atom 2 (C): -0.760, atom 3 (N): -0.851, atom 4 (O): -0.444, atom 5 (Cl): -0.072, atom 6 (H): 0.207, atom 7 (H): 0.194, atom 8 (H): 0.422